No. 1
ORCA calculation (ωB97M-V/def2-TZVPD) on a molecular structure, FeHO3S in a non-equilibrium geometry.

## Properties
E_HOMO (spin up / spin down) (eV): -8.15 / -9.70
DFT total energy (eV): -51378.6545

Structure (ORCA input):
```
! RIJCOSX wB97M-V def2-TZVPD def2/J DEFGRID3
* xyz 0 6
S -0.27648 -0.74518 1.30181
O -0.61820 0.76665 1.16236
O 1.13962 0.05248 -1.05359
Fe -0.87154 0.52569 -0.85056
O -1.19375 -1.22837 0.14002
H 1.82036 0.62874 -0.70003
*
```

***

No. 2
ORCA calculation (ωB97M-V/def2-TZVPD) on a molecular structure, FeN3O9Pt2 in a non-equilibrium geometry.

## Properties
E_HOMO (spin up / spin down) (eV): -21.42 / -20.90
DFT total energy (eV): -63722.4048

Structure (ORCA input):
```
! RIJCOSX wB97M-V def2-TZVPD def2/J DEFGRID3
* xyz 3 9
Fe -12.99862 -18.77428 -23.10994
Pt -11.75292 -19.45442 -17.66946
Pt -8.00787 -21.15827 -21.42004
N -13.52578 -16.23368 -20.71685
O -14.30294 -15.89437 -19.80689
O -12.63760 -15.53412 -21.13292
O -13.75187 -17.32942 -21.25130
N -10.87717 -19.30423 -21.10594
O -11.58823 -19.67732 -20.16824
O -9.66053 -19.53757 -21.13458
O -11.35316 -18.59900 -22.08242
N -10.71284 -19.13368 -25.41280
O -11.75968 -19.38561 -24.78147
O -10.13775 -20.01723 -26.05345
O -10.26860 -17.93869 -25.47871
*
```

***

No. 3
ORCA calculation (ωB97M-V/def2-TZVPD) on 6 unconnected molecules or ions with the total composition H10IO5 in a non-equilibrium geometry.

## Properties
E_HOMO (eV): -4.85
Energy above the lowest of the compared OMol25 structures with the same formula, charge and spin (kcal per mole): 17.1
DFT total energy (eV): -18503.5889

Structure (ORCA input):
```
! RIJCOSX wB97M-V def2-TZVPD def2/J DEFGRID3
* xyz -1 1
I 25.98213 -36.23852 -10.18027
O 25.41118 -34.74219 -6.99446
H 25.88365 -35.22962 -7.68520
H 24.61665 -34.41658 -7.39733
O 26.62474 -33.18075 -12.28505
H 26.42872 -33.11958 -13.22666
H 26.76859 -34.12538 -12.13803
O 22.37997 -36.61240 -10.77252
H 21.98533 -36.67924 -11.67088
H 23.20357 -37.01678 -10.81008
O 23.55187 -37.17979 -7.55698
H 24.28395 -37.15677 -8.16775
H 23.28444 -36.27412 -7.40139
O 23.88848 -33.69250 -11.44744
H 23.64519 -33.96582 -12.32228
H 24.42773 -34.38233 -11.07385
*
```

***

No. 4
ORCA calculation (ωB97M-V/def2-TZVPD) on a molecular structure, H10LiO5.

## Properties
E_HOMO (eV): -14.83
Energy above the lowest of the compared OMol25 structures with the same formula, charge and spin (kcal per mole): 11.4
DFT total energy (eV): -10601.5042

Structure (ORCA input):
```
! RIJCOSX wB97M-V def2-TZVPD def2/J DEFGRID3
* xyz 1 1
Li 0.12578 0.02932 -0.67253
O -1.23293 1.07250 0.29294
H -1.33442 1.09802 1.24441
H -1.93421 1.63349 -0.03832
O -0.39633 0.20913 -2.50722
H -0.40920 -0.62747 -2.97216
H -0.83094 0.82072 -3.10161
O 0.86556 -0.39962 2.90222
H 1.00331 -0.07608 2.01194
H -0.02039 -0.11503 3.12658
O 1.78060 0.80955 0.19301
H 2.09799 1.66936 -0.08305
H 2.55089 0.37596 0.56028
O -0.44170 -1.93384 -0.32709
H -0.90864 -2.26069 0.44192
H -0.91538 -2.30532 -1.07131
*
```

***

No. 5
ORCA calculation (ωB97M-V/def2-TZVPD) on a molecular structure, H10N2Si4 in a non-equilibrium geometry.

## Properties
E_HOMO (eV): -9.39
Energy above the lowest of the compared OMol25 structures with the same formula, charge and spin (kcal per mole): 42.8
DFT total energy (eV): -34652.0012

Structure (ORCA input):
```
! RIJCOSX wB97M-V def2-TZVPD def2/J DEFGRID3
* xyz 0 1
N 0.87125 -0.04452 0.42034
N -2.09293 -0.46354 0.28125
Si 1.90275 -1.00516 -0.53400
Si -0.50381 -0.93890 0.88050
Si 1.06509 1.65342 0.42549
Si -2.95382 0.19298 -0.92928
H 1.98747 -2.30820 0.19793
H 1.31377 -1.52491 -1.86927
H -0.12334 -2.25566 0.94270
H -0.66082 -0.39952 2.30082
H 0.05197 2.13455 -0.58354
H 2.38810 2.04605 0.56191
H 0.66059 2.04963 1.83581
H 3.10568 -0.08502 -0.74013
H -2.74275 1.20019 -2.06735
H -4.26920 -0.25137 -1.12318
*
```

***

No. 6
ORCA calculation (ωB97M-V/def2-TZVPD) on 4 unconnected molecules or ions with the total composition H10NO3 in a non-equilibrium geometry.

## Properties
E_HOMO (spin up / spin down) (eV): -2.86 / -11.33
Energy above the lowest of the compared OMol25 structures with the same formula, charge and spin (kcal per mole): 19.7
DFT total energy (eV): -7791.3437

Structure (ORCA input):
```
! RIJCOSX wB97M-V def2-TZVPD def2/J DEFGRID3
* xyz 0 2
N -0.25518 0.50536 -0.33957
H -0.11568 1.37727 0.00512
H 0.49962 -0.21136 -0.33186
H -0.42023 0.66128 -1.32468
H -0.96221 0.06892 0.36861
H 1.14666 0.56230 2.82251
H 2.19206 -0.21676 2.25903
O 1.68099 0.52932 1.98761
H -1.56379 -1.24637 2.27671
H -0.74488 -2.37659 1.56422
O -1.09306 -1.45733 1.47429
H -0.28970 1.26125 -3.86860
H 0.33090 -0.02230 -3.64978
O -0.40550 0.56500 -3.24362
*
```

***

No. 7
ORCA calculation (ωB97M-V/def2-TZVPD) on 4 unconnected molecules or ions with the total composition H10NO3 in a non-equilibrium geometry.

## Properties
E_HOMO (spin up / spin down) (eV): -20.45 / -19.51
Energy above the lowest of the compared OMol25 structures with the same formula, charge and spin (kcal per mole): 33.9
DFT total energy (eV): -7772.4780

Structure (ORCA input):
```
! RIJCOSX wB97M-V def2-TZVPD def2/J DEFGRID3
* xyz 2 2
N 0.37772 0.76576 0.19135
H -0.30623 1.56720 0.18516
H 1.11817 0.90220 0.96544
H -0.13150 -0.02455 0.58126
H 0.71063 0.60732 -0.81858
H -2.44095 2.99130 0.17654
H -2.17129 1.96606 1.36506
O -1.79064 2.19631 0.51047
H 1.65260 -2.02340 -1.75054
H 2.34794 -1.14845 -2.73618
O 1.92852 -1.11527 -1.83991
H -1.32403 -2.02077 1.33115
H -0.12885 -2.56688 0.73287
O -0.38419 -1.78234 1.15799
*
```

***

No. 8
ORCA calculation (ωB97M-V/def2-TZVPD) on 5 unconnected molecules or ions with the total composition H10O4S2.

## Properties
E_HOMO (eV): -8.52
SMILES string: SS.O.O.O.O
Energy above the lowest of the compared OMol25 structures with the same formula, charge and spin (kcal per mole): 4.4
DFT total energy (eV): -30022.9586

Structure (ORCA input):
```
! RIJCOSX wB97M-V def2-TZVPD def2/J DEFGRID3
* xyz 0 1
S 1.94519 -1.60581 -0.42542
S 2.79237 0.29362 -0.09148
H 2.63491 -2.30810 0.48344
H 3.00084 0.08688 1.21612
O -0.71211 0.06074 -1.94749
H -1.07533 -0.64542 -1.39071
H -1.47278 0.35795 -2.45448
O -0.17194 2.33653 -0.25775
H -0.45935 3.12815 -0.71798
H -0.13172 1.66428 -0.95975
O -0.31752 0.32480 1.78509
H -1.04149 0.65063 2.32330
H -0.19542 0.91763 1.03214
O -1.89940 -1.67896 0.20647
H -1.61095 -2.53292 0.57759
H -1.28532 -1.05000 0.62093
*
```

***

No. 9
ORCA calculation (ωB97M-V/def2-TZVPD) on 5 unconnected molecules or ions with the total composition H10O4S2 in a non-equilibrium geometry.

## Properties
E_HOMO (eV): -9.31
SMILES string: SS.O.O.O.O
Energy above the lowest of the compared OMol25 structures with the same formula, charge and spin (kcal per mole): 30.9
DFT total energy (eV): -30021.8074

Structure (ORCA input):
```
! RIJCOSX wB97M-V def2-TZVPD def2/J DEFGRID3
* xyz 0 1
S 0.11736 -0.25297 -2.67091
S -1.20256 1.38767 -2.56938
H -0.71917 -1.07294 -3.41222
H -0.62227 2.45558 -3.19446
O -0.48112 -0.73568 2.07738
H 0.34816 -0.74321 1.60714
H -0.61654 0.17146 1.83963
O -0.77291 -4.53503 -0.91749
H -0.88020 -5.41505 -0.54851
H -0.33673 -4.18349 -0.17489
O -0.83350 1.80273 0.46728
H -0.45769 2.64178 0.13413
H -1.66988 1.69042 -0.03323
O 2.60898 1.92450 2.25079
H 3.41568 2.43232 2.11936
H 2.10239 2.43193 3.02539
*
```

***

No. 10
ORCA calculation (ωB97M-V/def2-TZVPD) on 5 unconnected molecules or ions with the total composition H10O4S2 in a non-equilibrium geometry.

## Properties
E_HOMO (eV): -9.79
SMILES string: SS.O.O.O.O
Energy above the lowest of the compared OMol25 structures with the same formula, charge and spin (kcal per mole): 26.9
DFT total energy (eV): -30021.9801

Structure (ORCA input):
```
! RIJCOSX wB97M-V def2-TZVPD def2/J DEFGRID3
* xyz 0 1
S -0.43099 -4.36826 -1.82762
S -0.39374 -2.23131 -1.97893
H -1.69501 -4.64984 -1.27844
H -0.92175 -2.47871 -3.23794
O 1.30955 2.10965 -1.06497
H 1.83112 1.50047 -0.53461
H 1.84406 2.94378 -0.81786
O -1.78713 2.78709 0.20038
H -1.93645 3.43342 -0.53736
H -0.80000 2.81656 0.22208
O 1.76343 0.01482 3.15326
H 1.68344 -0.90658 3.42591
H 1.10047 0.00688 2.45761
O -0.12369 -0.40407 0.67995
H -0.57794 0.47471 0.83269
H -0.86537 -1.04861 0.30584
*
```

***

No. 11
ORCA calculation (ωB97M-V/def2-TZVPD) on 5 unconnected molecules or ions with the total composition H10O5 in a non-equilibrium geometry.

## Properties
E_HOMO (eV): -10.68
SMILES string: O.O.O.O.O
Energy above the lowest of the compared OMol25 structures with the same formula, charge and spin (kcal per mole): 29.5
DFT total energy (eV): -10399.5692

Structure (ORCA input):
```
! RIJCOSX wB97M-V def2-TZVPD def2/J DEFGRID3
* xyz 0 1
O 18.67700 -1.04800 -14.04400
H 19.01100 -0.25500 -14.43100
H 18.02400 -1.38300 -14.63900
O 20.12600 -4.76100 -10.20100
H 19.99500 -4.63400 -11.15400
H 19.42200 -5.29900 -9.85000
O 18.50400 -4.43900 -13.12000
H 18.25400 -4.21000 -13.95900
H 19.31200 -3.97400 -13.12400
O 20.80300 -2.55100 -12.51400
H 20.69100 -2.06900 -11.68200
H 20.29300 -2.07000 -13.13800
O 19.99900 -1.40800 -10.22800
H 19.73300 -1.42500 -9.31400
H 20.38600 -0.54900 -10.34800
*
```

***

No. 12
ORCA calculation (ωB97M-V/def2-TZVPD) on 5 unconnected molecules or ions with the total composition H10O5 in a non-equilibrium geometry.

## Properties
E_HOMO (eV): -11.25
SMILES string: O.O.O.O.O
Energy above the lowest of the compared OMol25 structures with the same formula, charge and spin (kcal per mole): 4.7
DFT total energy (eV): -10400.6448

Structure (ORCA input):
```
! RIJCOSX wB97M-V def2-TZVPD def2/J DEFGRID3
* xyz 0 1
O 0.79237 1.25401 0.68874
H -0.05713 1.37730 0.22346
H 0.89410 1.93895 1.34286
O -1.61628 1.41020 -0.29495
H -1.81706 0.41784 -0.38448
H -1.68381 1.74418 -1.21366
O -1.99741 -1.20364 -0.41494
H -2.61009 -1.66147 0.16911
H -1.13803 -1.51119 -0.04833
O 0.36481 -1.48173 0.84359
H 1.10925 -1.41441 0.18371
H 0.35567 -0.55500 1.19362
O 2.24268 -0.36020 -0.98781
H 3.25202 -0.30991 -0.89588
H 1.90889 0.35506 -0.40506
*
```